1.
The following is a quantum chemistry calculation of C28H16Cl4IN4O4Ta as an isolated structure, from OMol25.

Output
M   922.12 u
Total charge   +2
Kohn-Sham gap   5.80 eV
E_HOMO   -13.43 eV
Relative energy (zero: lowest compared OMol25 entry of this formula, charge and spin)   6.0 kcal/mol

Last column: Mulliken charge in e.
Positions of all 58 atoms, in Å:
Ta: 0.9722 0.0687 0.4897  1.9999
O: -3.2204 -0.5256 -0.8563  -0.6281
C: -3.8088 0.4096 -0.0796  0.4379
C: -5.1666 0.6329 -0.2947  -0.6788
C: -5.8448 1.5675 0.4565  -0.3423
C: -5.1922 2.3096 1.4474  -0.7986
C: -3.8583 2.0971 1.6714  -0.6495
C: -3.1347 1.1494 0.9154  0.0524
C: -1.7338 0.9842 1.2089  0.9940
O: -1.0093 0.1651 0.4390  -0.4208
N: -1.1201 1.6046 2.1781  -1.3982
N: 0.1935 1.2420 2.1514  0.4691
C: 0.9614 1.6508 3.0960  -0.2125
C: 2.3339 1.1874 3.0404  0.8410
C: 3.2417 1.4326 4.0501  -0.8637
C: 4.5066 0.8629 3.9670  -0.2657
C: 4.8007 0.0527 2.8856  -0.8769
C: 3.8452 -0.1354 1.9030  0.0813
N: 2.6327 0.4361 1.9447  -0.0145
H: -2.2854 -0.5651 -0.6229  0.5478
H: -5.6641 0.0534 -1.0597  0.4650
H: -6.8992 1.7265 0.2747  0.4142
H: -5.7343 3.0406 2.0291  0.4386
H: -3.3339 2.6580 2.4320  0.4397
H: 0.5749 2.2676 3.8988  0.5172
H: 2.9542 2.0456 4.8927  0.4969
H: 5.2387 1.0379 4.7435  0.4634
H: 5.7596 -0.4350 2.7879  0.4364
H: 4.0699 -0.7719 1.0612  0.4890
Cl: 3.5856 2.5160 -5.8901  -0.1479
C: 2.8309 2.2425 -4.3731  0.3785
C: 3.3157 1.2259 -3.5513  -0.9573
C: 2.6712 1.0605 -2.3489  1.5094
Cl: 3.1306 -0.2174 -1.2295  -0.1440
C: 1.5937 1.8275 -1.9257  -0.9324
O: 1.0528 1.5358 -0.7305  -0.5814
C: 1.1220 2.8233 -2.7751  0.5043
Cl: -0.2208 3.7698 -2.2965  -0.1463
C: 1.7504 3.0285 -3.9967  -0.7040
H: 4.1486 0.6095 -3.8552  0.4993
H: 1.3918 3.8059 -4.6565  0.4760
Cl: -2.3098 -5.8046 -1.2748  -0.1988
C: -1.3731 -4.6018 -0.4844  0.4747
C: -1.0729 -4.7311 0.8411  -0.3330
C: -0.2918 -3.7638 1.5299  -0.4703
I: 0.1414 -4.0130 3.5280  0.1448
C: 0.1637 -2.6861 0.8287  -0.2197
O: 0.9106 -1.6564 1.3173  -0.8814
C: -0.1645 -2.5230 -0.5326  0.7696
N: 0.2745 -1.3617 -1.0935  0.3985
C: -0.0139 -1.1337 -2.3712  0.0827
C: -0.7365 -2.0389 -3.1473  -1.1223
C: -1.2057 -3.2016 -2.5809  -0.6621
C: -0.9287 -3.4705 -1.2295  -0.0362
H: -1.4339 -5.5946 1.3824  0.4423
H: 0.3182 -0.1957 -2.7967  0.4325
H: -0.9379 -1.7972 -4.1803  0.4911
H: -1.7914 -3.9042 -3.1583  0.4994

Cartesian forces (eV/Å) of the 2 atoms listed first:
-0.93 -0.03 0.02
-0.05 0.03 0.01

---

2.
The following is a quantum chemistry calculation of C28H17Cl2N4O2V as an isolated structure, from OMol25.

Output
M   563.32 u
Total charge   -1
Kohn-Sham gap (spin up / spin down)   5.08 / 6.95 eV
E_HOMO (spin up / spin down)   -2.82 / -4.77 eV
Multiplicity   4
Relative energy (zero: lowest compared OMol25 entry of this formula, charge and spin)   2.7 kcal/mol

Last column: Mulliken charge in e.
Positions of all 54 atoms, in Å:
V: -0.1619 0.8913 -0.0080  -0.3486
Cl: 3.1102 -1.8522 5.2809  -0.2435
C: 2.7324 -0.8497 3.9091  0.2600
C: 1.4082 -0.7923 3.4830  -0.7424
C: 1.0703 -0.0136 2.3863  -0.4347
N: -0.1919 0.1287 1.8279  0.4683
C: -1.3899 -0.1840 2.3896  0.2865
O: -1.5823 -0.7097 3.4858  -0.8183
C: -2.5089 0.2932 1.5211  0.0900
C: -3.8047 0.2665 1.9852  -0.5335
C: -4.8455 0.7845 1.2266  -0.6834
C: -4.5039 1.3503 -0.0239  -0.5475
C: -3.2059 1.3811 -0.4326  -0.1626
N: -2.1555 0.8756 0.2953  0.1517
C: 2.0930 0.7327 1.7266  0.0662
C: 3.4005 0.6659 2.1637  -0.6600
C: 3.7187 -0.1337 3.2596  0.1556
Cl: 5.3801 -0.1941 3.7790  -0.2481
N: 1.6354 1.4806 0.6213  0.0318
C: 2.3148 2.3793 -0.0930  0.3106
O: 3.4567 2.8086 0.0342  -0.7769
C: 1.4584 2.9269 -1.2536  0.4951
C: 1.8956 4.0414 -1.9467  -0.8072
C: 1.1177 4.5179 -2.9888  -0.2805
C: -0.0584 3.8583 -3.3078  -0.9894
C: -0.4309 2.7590 -2.5507  -0.1810
N: 0.2977 2.3149 -1.5292  0.4120
H: 0.6403 -1.3472 3.9990  0.5775
H: -3.9577 -0.1802 2.9594  0.4822
H: -5.8681 0.7626 1.5751  0.4125
H: -5.2612 1.7698 -0.6744  0.4065
H: -2.9467 1.8196 -1.3883  0.0281
H: 4.1690 1.2360 1.6648  0.5794
H: 2.8374 4.4803 -1.6504  0.5060
H: 1.4277 5.3897 -3.5513  0.4092
H: -0.6891 4.1797 -4.1248  0.3945
H: -1.3351 2.2054 -2.7677  0.5571
C: -1.6099 -4.6843 -0.9905  -0.4106
C: -2.3177 -3.5045 -0.6789  -0.8775
C: -1.6847 -2.2933 -0.7028  -0.1711
C: -0.3116 -2.1657 -1.0360  0.7085
C: 0.3459 -0.8834 -1.0467  0.3925
C: 1.6600 -0.9022 -1.4662  0.0583
C: 2.3642 -2.0794 -1.8233  -1.1442
C: 1.7444 -3.2883 -1.7611  -0.7688
C: 0.3816 -3.3560 -1.3727  1.0036
C: -0.2902 -4.6035 -1.3319  -0.8422
H: -2.1099 -5.6449 -0.9593  0.3661
H: -3.3670 -3.5557 -0.4144  0.4143
H: -2.2409 -1.3952 -0.4668  0.3742
H: 2.2255 0.0240 -1.5189  0.2274
H: 3.4027 -2.0079 -2.1265  0.3950
H: 2.2690 -4.2059 -2.0047  0.3154
H: 0.2725 -5.4970 -1.5814  0.3362

Cartesian forces (eV/Å) of the 2 atoms listed first:
-0.74 -0.92 -0.44
0.01 0.01 0.00

---

3.
The following is a quantum chemistry calculation of C28H18BrN5O4Pt as an isolated structure, from OMol25.

Output
M   763.46 u
Total charge   -2
Kohn-Sham gap (spin up / spin down)   4.64 / 4.64 eV
E_HOMO (spin up / spin down)   -1.02 / -1.02 eV

Last column: Mulliken charge in e.
Positions of all 57 atoms, in Å:
Pt: 0.1073 0.5480 -0.9305  1.0990
O: 3.7462 0.7195 0.9711  -0.8103
C: 2.5455 0.7118 0.6919  0.4339
O: 2.1066 0.8025 -0.4950  -0.7739
C: 1.5582 0.6120 1.8591  0.5532
C: 2.0366 0.6751 3.1652  -0.6613
C: 1.1402 0.6910 4.2150  -0.4095
C: -0.2185 0.6517 3.9252  -0.7159
C: -0.6024 0.5430 2.6014  -0.5477
N: 0.2568 0.5109 1.6021  0.1581
H: 3.1019 0.7087 3.3295  0.5113
H: 1.4814 0.7374 5.2422  0.3849
H: -0.9574 0.6914 4.7110  0.4185
H: -1.6491 0.4833 2.3348  0.4592
Br: 0.3668 9.3728 -1.9835  -0.2633
C: 0.2703 7.5521 -1.4062  0.2107
C: 0.3881 6.5362 -2.3450  -0.5152
C: 0.2840 5.2278 -1.9242  -0.2850
C: 0.0700 4.9251 -0.5767  0.0918
C: -0.0254 5.9694 0.3441  -0.2744
C: 0.0700 7.2834 -0.0588  -0.4947
C: -0.0422 3.4900 -0.1019  0.5557
O: -0.1112 3.2702 1.1068  -0.6660
O: -0.0668 2.6486 -1.0510  -0.9456
H: 0.5529 6.7795 -3.3853  0.3995
H: 0.3683 4.4152 -2.6292  0.3960
H: -0.1786 5.7175 1.3823  0.4519
H: -0.0151 8.0927 0.6520  0.3996
N: -1.8336 0.4077 -1.2372  -0.4719
C: -2.8960 0.6045 -0.7756  0.7018
N: -4.1154 0.7726 -0.5713  -0.6993
C: -4.9376 0.6748 0.4026  0.5189
N: -5.7811 0.6199 1.1949  -0.6438
N: 0.3865 -1.2919 -1.1945  -0.3735
C: 0.1919 -2.5334 -0.9361  -0.5813
C: 0.8561 -3.2167 0.1646  0.8789
C: 2.0274 -2.6992 0.7426  -0.6567
C: 2.6532 -3.3637 1.7721  -0.5685
C: 2.1324 -4.5548 2.2687  -0.4080
C: 0.9467 -5.0498 1.7368  -0.6246
C: 0.3147 -4.3926 0.7070  -0.3639
C: -0.5997 -3.3422 -1.8740  0.1931
C: -1.7802 -2.8407 -2.4409  -0.1741
C: -2.4326 -3.5434 -3.4308  -0.6885
C: -1.9167 -4.7434 -3.9076  -0.3324
C: -0.7568 -5.2573 -3.3375  -0.7024
C: -0.1146 -4.5755 -2.3283  -0.3470
H: 2.4451 -1.7872 0.3456  0.5390
H: 3.5652 -2.9599 2.1890  0.4325
H: 2.6371 -5.0877 3.0627  0.3624
H: 0.5129 -5.9575 2.1361  0.3659
H: -0.6198 -4.7696 0.3154  0.4655
H: -2.1668 -1.8989 -2.0817  0.4724
H: -3.3521 -3.1562 -3.8485  0.3767
H: -2.4041 -5.2683 -4.7184  0.3614
H: -0.3482 -6.1905 -3.7033  0.3438
H: 0.8002 -4.9640 -1.9010  0.4629

Cartesian forces (eV/Å) of the 2 atoms listed first:
1.29 2.72 -0.89
0.04 -0.01 0.24

---

- Which of these has the highest total charge?
  C28H16Cl4IN4O4Ta